37
Properties=species:S:1:pos:R:3:forces:R:3:lowdin_charge:R:1 method="wB97M-V/def2-TZVPD" orbital_gap_ev="4.83 / 3.35" s_squared=3.781 multiplicity=4 e_above_lowest_kj_mol=29.6 total_charge=+4 e_homo_ev="-22.23 / -21.97" energy_ev=-42995.748 largest_force_ev_per_a=6.900
C 2.765187 -0.243024 0.631832 0.17 -0.26 -1.20 0.000
N 1.526278 -0.156301 0.058849 -1.01 -0.02 0.48 -0.157
N 1.692129 -0.054279 -1.310008 -0.58 0.12 0.07 -0.007
C 3.004315 -0.115723 -1.585223 -0.53 0.01 0.32 0.069
C 3.710379 -0.230341 -0.391682 -0.17 -0.02 0.82 0.074
B 0.478963 0.105849 -2.254298 1.33 -0.12 -0.61 -0.434
N -0.473194 -1.081458 -1.955977 -0.92 -1.59 -2.44 0.048
N -0.886989 -1.380229 -0.684642 -1.80 -1.44 1.81 -0.020
C -1.673272 -2.472606 -0.745637 1.38 2.21 1.68 0.050
C -1.750679 -2.886479 -2.078890 -1.23 -1.92 -0.15 0.204
C -0.980389 -1.995208 -2.807210 2.35 3.23 -0.23 0.142
Re -0.260983 0.022311 1.100059 4.50 5.15 -0.92 1.713
N -0.244183 1.436271 -1.901184 -0.28 1.74 -1.83 0.055
N -0.751690 1.588411 -0.642158 -0.44 1.01 3.09 0.025
C -1.231671 2.835190 -0.517552 0.35 -2.86 1.74 0.065
C -1.068087 3.491174 -1.745900 -0.63 1.72 -0.06 0.211
C -0.446549 2.575958 -2.590817 1.55 -3.50 -0.50 0.145
H -1.644085 3.167490 0.423960 -0.12 0.28 -0.05 0.168
H -0.123053 2.635117 -3.617163 -0.02 0.26 -0.25 0.187
H -1.357300 4.497139 -1.974405 -0.15 0.51 -0.17 0.178
H 0.817195 0.115347 -3.407298 -0.20 -0.05 0.40 0.159
H -0.748756 -1.930019 -3.858902 -0.09 -0.18 -0.24 0.187
H 3.327530 -0.078418 -2.613990 0.23 0.01 -0.03 0.171
H -2.300189 -3.729819 -2.452090 -0.23 -0.34 -0.22 0.179
H 4.776579 -0.297096 -0.279915 0.22 0.02 0.03 0.151
H -2.128888 -2.897680 0.135821 -0.08 -0.21 -0.22 0.147
H 2.838247 -0.311212 1.704242 0.34 -0.06 0.13 0.144
H -2.590749 -0.683295 2.756962 -0.03 -0.28 0.04 0.148
C -1.680479 -0.993342 2.209705 -1.52 -0.15 0.80 -0.105
H -1.862456 -1.982244 1.792755 0.01 0.06 0.01 0.072
H -1.901811 -0.038141 1.361535 -1.62 -0.57 0.47 0.064
H -0.934500 -0.970067 3.033354 0.62 -0.18 0.48 0.055
O -0.798753 0.642773 5.864750 1.81 0.29 -1.74 -0.280
Cl 0.557138 0.479193 5.259299 -0.62 -1.95 4.42 1.010
O 1.609926 0.525233 6.319033 -1.15 0.40 -2.14 -0.197
O 0.624026 -0.832957 4.534839 -0.13 1.42 -0.78 -0.422
O 0.110819 1.242478 2.227951 -1.32 -2.74 -3.00 -0.196